No. 1
C9H10FN3O2 | ωB97M-V/def2-TZVPD

XYZ file:
```
25
Properties=species:S:1:pos:R:3:forces:R:3
N -1.74437 2.53327 3.40354 -0.179 1.091 0.862
C -1.19096 2.02281 2.27825 -1.959 -0.583 1.827
C 0.06702 2.36708 1.79261 -0.067 0.156 -1.432
C 0.43117 1.59999 0.72374 0.794 0.434 -0.248
N -0.28437 0.51654 0.31844 -0.308 0.705 -1.140
C 0.22030 -0.32812 -0.72386 3.831 -2.603 1.757
C 1.49547 -0.98483 -0.59655 -5.747 2.906 -2.118
F 2.37548 -0.75568 0.34432 0.853 -0.069 0.750
C 1.72958 -1.91338 -1.72999 0.599 -1.987 1.735
O 1.94325 -3.26178 -1.10982 0.526 1.183 0.738
C 0.44899 -1.94533 -2.53593 -1.111 1.174 -1.238
C -0.51520 -0.81927 -1.94328 0.364 0.535 -0.080
C -1.75207 0.33561 0.77089 2.867 -0.925 0.262
O -2.33299 -0.59332 0.28380 -0.667 0.272 -0.224
N -2.03749 1.08407 1.82429 0.200 0.716 -0.429
H -1.49797 3.32744 4.01311 0.237 -0.883 -1.098
H -2.66285 2.12858 3.49485 -0.134 0.286 0.477
H 0.53005 3.33472 1.96705 0.050 -0.449 0.288
H 1.34041 1.96575 0.19104 -0.729 -1.125 0.064
H 2.63523 -1.71023 -2.27168 0.364 0.266 -0.509
H 2.38828 -3.08927 -0.23210 -0.630 -0.446 -1.441
H -0.09195 -2.91869 -2.36725 0.921 0.893 -0.458
H 0.62326 -1.71677 -3.65021 -0.226 -0.754 1.685
H -1.46536 -1.32151 -1.69703 0.282 0.878 -0.147
H -0.65294 0.14231 -2.54823 -0.130 -1.672 0.115
```
Forces are in eV/Å.

Computed properties:
Relative energy (zero: lowest compared OMol25 entry of this formula, charge and spin) in kJ/mol: 10.1
HOMO-LUMO gap in eV: 8.82
Electronic energy in eV: -20776.4749
SMILES string: Nc1ccn(C2=C(F)[C@@H](O)CC2)c(=O)n1
Spin multiplicity: 1
Molar mass in g/mol: 211.20

***

No. 2
C9H10HoO5 | ωB97M-V/def2-TZVPD

XYZ file:
```
25
Properties=species:S:1:pos:R:3:forces:R:3
Ho 0.06712 -1.23610 0.15808 2.299 6.498 -1.947
C -0.91956 -2.87226 1.07606 -4.518 -8.731 4.834
O -1.29165 -3.84950 1.56528 1.573 4.509 -2.232
C 0.12946 -3.25111 -1.63408 -0.053 -4.859 -3.537
O 0.06655 -4.18366 -2.32105 0.340 4.645 3.342
C 1.64623 -2.96121 0.74812 6.610 -3.993 0.588
O 2.60456 -3.61655 0.79677 -5.170 3.278 -0.135
C -1.88640 -1.51226 -1.39292 -4.417 -1.499 -5.244
O -2.58538 -1.81663 -2.27452 3.646 1.762 4.860
C 1.94087 1.75143 -3.18675 -0.115 0.456 0.252
H 1.02494 2.36962 -3.34216 0.826 -0.572 0.299
H 2.71936 2.12403 -2.48551 -0.679 -0.173 -0.636
C 2.17181 0.67176 -3.95232 -0.185 -0.590 0.110
H 3.13770 0.13327 -3.90946 -0.695 0.336 -0.068
H 1.40476 0.30975 -4.66341 0.684 0.321 0.310
C -2.17328 1.63615 1.85666 0.255 -0.049 -0.554
C -0.73204 1.45504 2.14092 0.710 -0.615 -0.251
C -0.03466 2.15277 3.22834 -0.705 0.096 0.354
O -0.06975 0.58545 1.46107 -0.569 -1.171 -0.670
H -2.72561 1.12761 2.67057 0.056 0.283 -0.173
H -2.43799 1.19406 0.86733 0.039 0.381 0.772
H -2.42243 2.70822 1.89277 -0.111 -0.331 0.045
H 0.37935 1.47180 3.95821 0.529 -0.547 -0.103
H 0.71119 2.88105 2.95011 0.610 -0.049 -0.654
H -0.72517 2.72726 3.79189 -0.960 0.617 0.438
```
Forces are in eV/Å.

Computed properties:
Relative energy (zero: lowest compared OMol25 entry of this formula, charge and spin) in kJ/mol: 224.7
HOMO-LUMO gap (spin up / spin down) in eV: 3.59 / 3.86
Electronic energy in eV: -45495.8533
Charge: +3
Spin multiplicity: 5
Molar mass in g/mol: 363.10
<S²>: 6.0068

***

No. 3
C9H10IrO6 | ωB97M-V/def2-TZVPD

XYZ file:
```
26
Properties=species:S:1:pos:R:3:forces:R:3
O 0.22277 0.04632 -4.96663 0.033 0.009 4.074
C 0.22844 0.04679 -3.81803 -0.076 -0.036 -7.702
Ir 0.22990 0.05043 -1.89576 0.376 -0.063 -1.589
O 2.19906 -2.43220 -1.61720 -2.855 3.697 -0.635
C 1.48055 -1.52517 -1.66456 4.716 -6.321 1.260
C -1.01343 1.62152 -1.72149 -4.546 6.139 1.115
O -1.72496 2.52941 -1.68988 2.590 -3.312 -0.579
C -1.37271 -1.16611 -1.69194 -5.554 -4.577 1.354
O -2.26880 -1.88078 -1.63806 2.795 2.253 -0.618
C 1.81798 1.27873 -1.65091 6.241 5.080 1.480
O 2.72706 1.98967 -1.60172 -3.534 -2.793 -0.619
C 0.87371 -1.52337 2.27091 -1.617 -1.295 -1.581
C -0.05650 -1.20856 1.13397 1.256 0.569 1.270
O 0.25153 0.01944 0.43182 -0.192 -0.042 2.812
C 0.01048 1.22876 1.20646 -1.775 -0.250 -0.446
C -1.43344 1.37366 1.61497 1.501 1.371 -0.923
H 1.89146 -1.61740 1.91422 1.279 0.226 0.326
H 0.62183 -2.49254 2.71376 -0.069 -0.146 -0.324
H 0.83554 -0.78545 3.05960 0.433 1.366 0.538
H -0.00476 -2.00421 0.39076 -0.320 -0.773 -0.127
H -1.10389 -1.16018 1.46323 -0.752 -0.044 -0.177
H 0.69127 1.26345 2.06634 0.725 -0.144 0.208
H 0.29960 2.05517 0.55365 0.403 0.499 0.144
H -1.70488 0.65686 2.37177 -0.503 -0.957 0.762
H -1.61235 2.37840 2.00183 0.097 -0.050 0.226
H -2.08547 1.25736 0.76289 -0.650 -0.406 -0.248
```
Forces are in eV/Å.

Computed properties:
HOMO-LUMO gap (spin up / spin down) in eV: 7.09 / 4.81
Electronic energy in eV: -24576.3933
Charge: +3
Spin multiplicity: 5
Molar mass in g/mol: 406.39
<S²>: 6.0180

***

What is the formula in the second record? C9H10HoO5